No. 1
Below is a structure of composition C13H19BrIIrN3O6S2 in a non-equilibrium geometry, with properties calculated with ωB97M-V with the def2-TZVPD basis set.

The geometry in XYZ format:
```
46
Properties=species:S:1:pos:R:3:mulliken_charge:R:1
Ir -0.06 -0.09 0.09 1.3321
O -1.85 -0.66 0.67 -0.3535
S -2.47 -0.60 -0.77 0.9059
O -3.88 -0.62 -0.86 -0.5061
O -1.69 -1.59 -1.50 -0.5325
S -1.44 1.18 -1.22 -0.2574
N 3.60 3.24 -0.81 -0.1018
C 2.99 2.50 -1.98 -1.0321
C 1.68 1.87 -1.55 -0.7675
N 1.83 0.96 -0.39 0.2423
C 2.45 1.69 0.74 -0.5876
C 3.79 2.31 0.36 -0.9714
H 3.00 4.02 -0.54 0.4015
H 4.50 3.64 -1.09 0.3638
H 3.73 1.76 -2.30 0.3731
H 2.83 3.21 -2.79 0.4461
H 1.26 1.31 -2.39 0.4438
H 0.96 2.64 -1.28 0.5626
H 2.45 0.20 -0.67 0.4291
H 2.60 1.01 1.57 0.3768
H 1.74 2.45 1.07 0.4165
H 4.52 1.56 0.05 0.3975
H 4.20 2.88 1.19 0.4279
N 0.77 -3.09 -2.71 -0.3114
C 0.88 -2.47 -1.57 0.6281
O 1.02 -1.21 -1.52 -0.6752
C 0.89 -3.33 -0.33 -0.9782
I 1.19 -2.19 1.44 0.1902
H 0.67 -2.56 -3.56 0.2767
H 0.66 -4.09 -2.77 0.2492
H 1.71 -4.06 -0.39 0.5619
H -0.05 -3.85 -0.22 0.5042
Br -4.15 0.25 3.19 -0.0898
C -2.52 -0.21 4.02 -0.1152
C -2.56 -1.09 5.09 -0.5285
C -1.39 -1.48 5.72 -0.5447
C -0.17 -1.01 5.27 -0.7748
C -0.12 -0.16 4.18 -0.2530
C -1.29 0.26 3.55 1.0541
C -1.17 1.21 2.41 -0.1287
O -1.88 2.13 2.16 -0.4391
O -0.01 1.02 1.65 -0.5761
H -3.52 -1.46 5.44 0.4570
H -1.44 -2.15 6.57 0.4161
H 0.75 -1.30 5.78 0.4458
H 0.83 0.23 3.84 0.6219
```

## Properties
Energy above the lowest of the compared OMol25 structures with the same formula, charge and spin ... 194.5 kJ/mol
Net charge ... +2
Spin multiplicity ... 2
HOMO energy (alpha / beta) ... -0.49398 / -0.49395 Eh
Orbital gap (alpha / beta) ... 0.2306 / 0.1767 Eh



No. 2
Below is a structure of composition C27H46BrNP2PdS in a non-equilibrium geometry, with properties calculated with ωB97M-V with the def2-TZVPD basis set.

The geometry in XYZ format:
```
79
Properties=species:S:1:pos:R:3:mulliken_charge:R:1
N 1.24 -4.63 4.01 -0.3908
C 0.57 -4.94 2.89 -0.6280
C 0.95 -4.44 1.63 -0.4217
C 2.04 -3.54 1.55 0.4575
C 2.81 -3.35 2.72 -0.3478
C 2.34 -3.87 3.94 -0.5991
C 2.34 -2.77 0.34 -0.3503
Pd 2.36 2.01 -1.17 0.4443
P -0.46 2.56 -1.88 0.6380
C 3.24 -1.75 0.32 -0.3247
C 3.30 -0.76 -0.75 1.6563
C 3.93 0.53 -0.55 -1.2647
C 4.24 1.33 -1.70 -0.3842
C 3.29 1.19 -2.76 -0.7046
C 2.59 -0.03 -2.99 -0.3957
C 2.69 -1.00 -2.00 -0.8355
Br 3.19 2.68 -4.02 0.1113
H 1.82 -3.07 -0.58 0.3866
H 3.92 -1.56 1.16 0.5686
H 0.38 -4.73 0.74 0.7492
H 3.73 -2.77 2.73 0.5000
H -0.29 -5.60 3.01 0.4478
H 2.87 -3.66 4.87 0.4361
H 4.36 0.73 0.44 0.6119
H 2.30 -1.99 -2.21 0.6474
H 4.99 2.12 -1.79 0.4412
H 2.07 -0.11 -3.95 0.7272
P 0.14 1.38 1.58 1.2988
C -0.64 1.30 -3.21 -0.5080
C -0.49 1.77 -4.66 -1.3897
H -1.65 0.88 -3.06 0.5526
H 0.08 0.50 -2.97 0.2786
H -0.62 0.91 -5.33 0.4402
H -1.26 2.50 -4.93 0.3450
H 0.51 2.20 -4.86 0.2344
C 0.44 4.08 -2.48 0.4052
C -0.13 5.30 -3.18 -1.6770
H 1.29 3.71 -3.09 -0.4639
H 0.87 4.41 -1.52 0.4599
H 0.69 6.00 -3.40 0.4108
H -0.61 5.09 -4.14 0.3836
H -0.82 5.85 -2.52 0.4369
C -2.16 3.12 -1.54 -0.1703
C -2.92 3.62 -2.76 -1.3670
H -2.08 3.91 -0.77 0.5135
H -2.66 2.26 -1.07 0.1492
H -3.87 4.07 -2.45 0.4314
H -2.35 4.39 -3.29 0.2304
H -3.16 2.80 -3.45 0.3050
C -1.59 1.29 2.22 -0.5169
C -2.58 2.33 1.73 -1.2487
H -1.49 1.33 3.31 0.4726
H -1.92 0.27 1.94 0.0476
H -3.30 2.54 2.53 0.4163
H -2.11 3.28 1.45 0.1969
H -3.15 1.96 0.87 0.3234
C 0.59 3.07 2.19 -0.7837
C 2.08 3.40 2.12 -0.9401
H 0.21 3.12 3.21 0.5728
H 0.01 3.78 1.58 0.3745
H 2.22 4.49 2.18 0.4011
H 2.64 2.95 2.94 0.3575
H 2.53 3.07 1.16 -0.0419
C 1.00 0.38 2.91 -0.3850
C 0.20 -0.70 3.63 -1.1762
H 1.40 1.11 3.63 0.4736
H 1.86 -0.07 2.39 0.1196
H 0.85 -1.16 4.39 0.3836
H -0.69 -0.32 4.15 0.3987
H -0.11 -1.49 2.93 0.0388
C -2.53 -3.06 1.50 -0.9461
S -1.59 -1.97 0.43 0.6690
C -2.90 -1.73 -0.78 -1.0801
H -2.57 -2.62 2.49 0.3766
H -2.04 -4.04 1.55 0.3306
H -3.55 -3.17 1.10 0.4786
H -3.36 -2.69 -1.01 0.5173
H -3.65 -1.04 -0.39 0.4474
H -2.43 -1.32 -1.68 0.2464
```

## Properties
Net charge ... +4
Spin multiplicity ... 5
HOMO energy (alpha / beta) ... -0.72363 / -0.72837 Eh
Orbital gap (alpha / beta) ... 0.2733 / 0.1680 Eh



No. 3
Below is a structure of composition ClK2Li in a non-equilibrium geometry, with properties calculated with ωB97M-V with the def2-TZVPD basis set.

The geometry in XYZ format:
```
4
Properties=species:S:1:pos:R:3:mulliken_charge:R:1
Li 0.56 -2.10 0.81 1.0075
K -2.55 0.80 -1.12 1.0091
K 2.29 1.12 -0.42 1.0265
Cl -0.30 0.17 0.73 -0.0432
```

## Properties
Net charge ... +3
Spin multiplicity ... 2
HOMO energy (alpha / beta) ... -1.01365 / -0.99560 Eh
Orbital gap (alpha / beta) ... 0.5606 / 0.2970 Eh